(1)
A single C3H3IN2S molecule at a distorted geometry, computed with ωB97M-V/def2-TZVPD.

Each atom is followed by the atoms it is bonded to, with distances in Å.
Cartesian coordinates (Å):
1 C -2.16809 1.75462 -0.10950  C2 1.370, N4 1.277, H8 1.109
2 C -2.99874 1.02430 0.69958  C1 1.370, I7 2.054
3 C 0.25168 -0.24725 -0.10329  N5 1.310, S6 1.702
4 N -0.96622 2.16037 -0.25422  C1 1.277, S6 1.655
5 N 1.25259 -1.04367 0.17766  C3 1.310, H9 1.009, H10 1.016
6 S 0.47176 1.42696 0.10916  C3 1.702, N4 1.655
7 I -4.47208 -0.21219 -0.02037  C2 2.054
8 H -2.88165 2.45812 -0.58381  C1 1.109
9 H 1.13830 -2.02879 -0.00607  N5 1.009
10 H 2.15591 -0.76532 0.55126  N5 1.016

* largest force on an atom: 1.312 eV/Å
* calculated total energy: -921.287344 Ha
* LUMO level (spin up / spin down): -1.33 / -1.33 eV
* net charge: 0
* gap between HOMO and LUMO (spin up / spin down): 6.91 / 6.91 eV
* multiplicity: 1
* relative energy (zero: lowest compared OMol25 entry of this formula, charge and spin): 533.0 kJ/mol
* HOMO (spin up / spin down): -8.24 / -8.24 eV

---

(2)
4 unconnected molecules or ions with the total composition C3H11NO4 at a distorted geometry, computed with ωB97M-V/def2-TZVPD.

Each atom is followed by the atoms it is bonded to, with distances in Å.
Cartesian coordinates (Å):
1 O -1.00971 -1.28244 1.99357  C2 1.185
2 C -1.04578 -0.87340 0.88147  O1 1.185, C3 1.554, H7 1.101
3 C -1.17214 0.65880 0.65194  C2 1.554, C4 1.595, N6 1.378, H8 1.104
4 C 0.18836 1.49054 0.59852  C3 1.595, H9 1.084, H10 1.092, H11 1.088
5 O 2.39743 -0.05233 0.33427  H13 0.977
6 N -1.95706 0.89519 -0.45613  C3 1.378, H12 1.025
7 H -1.10551 -1.60867 0.06413  C2 1.101
8 H -1.63600 1.01862 1.58747  C3 1.104
9 H 0.70893 1.43702 1.54740  C4 1.084
10 H -0.16297 2.50176 0.38137  C4 1.092
11 H 0.80139 1.16405 -0.23902  C4 1.088
12 H -2.56751 1.66059 -0.15281  N6 1.025
13 H 3.31637 -0.23459 0.05849  O5 0.977
14 H -0.41247 -0.29771 -3.10106  O16 0.960
15 H -0.91519 0.15914 -1.68861  O16 0.975
16 O -0.18347 -0.26953 -2.16948  H14 0.960, H15 0.975
17 H 1.80452 -1.32533 0.11450  O19 1.043
18 H 1.69874 -2.83224 -0.49540  O19 0.964
19 O 1.25207 -2.20948 0.08938  H17 1.043, H18 0.964

* largest force on an atom: 2.088 eV/Å
* calculated total energy: -476.338483 Ha
* LUMO level: -4.61 eV
* net charge: 0
* gap between HOMO and LUMO: 3.88 eV
* multiplicity: 1
* relative energy (zero: lowest compared OMol25 entry of this formula, charge and spin): 890.5 kJ/mol
* HOMO: -8.49 eV